Below is 2 unconnected molecules or ions with the total composition C4H6O2, with properties calculated with ωB97M-V/def2-TZVPD.

Summary:
Energy relative to the best compared isomer or geometry (same formula, charge and spin) = 3.9 kcal/mol
Frontier orbital gap = 10.5 eV
Highest occupied orbital energy = -0.3589 Ha
E_LUMO = 0.71 eV
Largest force on an atom = 0.016 hartree/bohr
SMILES = O=C=O.C=CC

Positions of all 12 atoms, in Å:
O1 -1.37327 0.83961 2.51909
C1 -1.18397 1.49766 1.57613
O2 -0.99871 2.16754 0.63974
C2 -0.14918 -1.27117 0.51793
C3 -0.14759 -0.61904 -0.64167
C4 1.02147 0.16596 -1.17695
H1 -1.01831 -1.82480 0.85720
H2 0.71207 -1.27341 1.18424
H3 -1.04451 -0.65553 -1.26030
H4 1.82642 -0.50714 -1.49386
H5 1.43230 0.83954 -0.41748
H6 0.73576 0.77563 -2.03818



Below is a molecular structure, C12H20Cl2CoN2Se, with properties calculated with ωB97M-V/def2-TZVPD.

Summary:
Energy relative to the best compared isomer or geometry (same formula, charge and spin) = 9.1 kcal/mol
Frontier orbital gap (spin up / spin down) = 3.9 / 6.6 eV
Highest occupied orbital energy (spin up / spin down) = -0.0364 / -0.1376 Ha
E_LUMO (spin up / spin down) = 2.91 / 2.81 eV
Total charge = -1
Largest force on an atom = 0.052 hartree/bohr
Multiplicity = 5

Positions of all 38 atoms, in Å:
Co1 0.81166 2.52495 1.52629
Cl1 -0.86734 2.63355 0.16252
Cl2 2.12468 1.67311 2.99634
C1 0.98971 -0.81630 -0.68652
H1 0.92223 0.25473 -0.41688
H2 1.93914 -1.22247 -0.32498
C2 -0.84938 -0.66275 -2.19432
C3 0.65265 -1.00641 -2.11030
H3 -1.58380 -1.47699 -2.11231
C4 1.44038 -0.26422 -3.22966
H4 0.77387 -2.08402 -2.32585
C5 1.04060 1.21069 -3.45322
H5 2.53454 -0.39969 -3.16653
H6 1.14193 -0.79254 -4.14220
C6 -0.45241 1.34602 -3.73325
H7 1.34712 1.82554 -2.58445
H8 1.57069 1.55478 -4.35306
C7 -1.30972 0.64366 -2.61133
H9 -0.74214 2.40597 -3.79846
H10 -0.71163 0.91678 -4.71845
H11 -1.33438 1.32900 -1.72818
H12 -2.33811 0.54599 -3.00911
C8 -2.59026 0.43433 2.17272
N1 -1.40551 -0.13461 2.76957
C9 -1.09282 -0.04089 4.11865
C10 0.09913 -0.66455 4.29784
N2 0.50454 -1.12834 3.05905
C11 1.78316 -1.74798 2.79968
C12 -0.43693 -0.84878 2.11114
Se1 -0.53370 -1.61269 0.38888
H13 -2.85875 -0.15213 1.28966
H14 -2.42038 1.47394 1.86374
H15 -3.39690 0.40143 2.91483
H16 -1.74312 0.43078 4.83469
H17 0.69155 -0.82259 5.18346
H18 2.57723 -0.99098 2.78363
H19 1.99013 -2.47602 3.59187
H20 1.73236 -2.26028 1.83449